Entry 1:
Formula: C3H12N3S
Source: the OMol25 dataset
Level of theory: ωB97M-V/def2-TZVPD

Energy above the lowest of the compared OMol25 structures with the same formula, charge and spin, kJ/mol: 487.1
Strongest force on any atom, eV/A: 4.478
E_HOMO, eV: -13.18

```
! wB97M-V def2-TZVPD RIJCOSX def2/J DEFGRID3
* xyz 1 1
C 2.26414 0.92100 0.37527
C 1.12785 0.88260 -0.61584
C -1.29457 0.26651 -0.58217
N -0.38708 -1.97637 0.49330
N -1.25020 -1.66428 -0.49108
N -0.12462 0.51735 0.17425
S -2.84949 0.84431 0.27468
H 2.41318 0.12323 1.03627
H 3.05036 1.23783 -0.17894
H 2.22401 1.75196 1.18810
H 1.42853 -0.05946 -1.22858
H 1.21600 1.88235 -1.04383
H -1.36109 0.60472 -1.58335
H 0.35125 -2.75893 0.31570
H -0.73211 -2.13221 1.43144
H -2.21342 -1.93763 -0.21516
H -0.22106 1.13645 0.97175
H 0.00098 -0.61393 0.52027
H -3.64265 0.97453 -0.84206
*
```

Here are the Mulliken charges for atoms 1 to 5, given in e: -1.460 -0.231 -0.237 -0.374 -0.455

=====

Entry 2:
Formula: C19H24AgO4PS3
Source: the OMol25 dataset
Level of theory: ωB97M-V/def2-TZVPD

Energy above the lowest of the compared OMol25 structures with the same formula, charge and spin, kJ/mol: 11.3
Strongest force on any atom, eV/A: 2.308
E_HOMO, eV: -8.04

```
! wB97M-V def2-TZVPD RIJCOSX def2/J DEFGRID3
* xyz 0 1
Ag -0.69857 -1.25962 -0.12796
C -2.25514 4.12964 3.46654
C -1.53018 3.29284 2.46285
O -1.80773 1.96495 2.89206
P -0.90939 0.77730 2.22460
O -1.19816 -0.38972 3.31772
C -0.23307 -0.48619 4.37403
C -0.82276 -0.13749 5.69663
O -2.00137 0.19322 1.08361
C -3.44539 0.09597 1.37867
C -4.22482 1.11069 0.55972
H -1.96551 5.20923 3.34081
H -1.88147 3.88848 4.47125
H -3.34608 4.06760 3.40983
H -0.44927 3.51091 2.47995
H -1.90493 3.47076 1.45765
H 0.61928 0.18155 4.13225
H 0.18909 -1.49490 4.31324
H -1.29147 0.84507 5.65688
H -0.03036 -0.10098 6.43308
H -1.59446 -0.84307 6.02245
H -3.57597 0.23662 2.44395
H -3.74299 -0.94250 1.16242
H -3.93426 2.12126 0.82478
H -5.28646 1.00608 0.70161
H -3.96984 0.94360 -0.50554
O 0.91711 -2.33611 -0.94672
C 1.55202 -1.76694 -2.03306
C 2.74824 -0.87289 -1.61215
C 2.77700 0.04745 -0.61590
C 4.00566 0.78993 -0.59118
C 4.86696 0.37942 -1.57743
S 4.24280 -0.89153 -2.49099
C 0.54906 -0.90383 -2.81973
C 0.62227 0.34092 -3.38926
C -0.61604 0.75384 -3.97544
C -1.58584 -0.16284 -3.86654
S -1.01292 -1.56359 -3.03355
C 2.06234 -2.85740 -2.95873
C 2.42611 -2.70426 -4.26092
C 2.95599 -3.90292 -4.85921
C 3.06698 -4.90048 -3.95095
S 2.42760 -4.44398 -2.39274
H 1.94991 0.23642 0.07108
H 4.23753 1.57298 0.13292
H 5.86286 0.77777 -1.78028
H 1.51563 0.99450 -3.38116
H -0.74973 1.72295 -4.44021
H -2.60257 -0.09434 -4.22388
H 2.32972 -1.74204 -4.77575
H 3.27428 -3.97378 -5.87931
H 3.46826 -5.89057 -4.02199
*
```

Here are the Mulliken charges for atoms 1 to 5, given in e: 0.310 -1.218 -0.196 -0.186 0.268

=====

| no. | frontier orbital gap (eV) |
| --- | --- |
| 1 | 10.21 |
| 2 | 8.45 |